[1]
C30H51N5O2S3 | the ωB97M-V functional and the def2-TZVPD basis

```
! wB97M-V def2-TZVPD RIJCOSX def2/J DEFGRID3
* xyz 0 1
S -3.418 3.948 1.257
S -2.366 4.515 -1.513
S 6.239 1.566 -4.236
O -6.302 -6.302 0.178
O -3.010 -2.647 -0.984
N 5.235 -1.417 -5.200
N 5.244 3.183 0.182
N 7.491 0.260 -0.953
N -0.580 3.879 0.558
N 6.011 4.541 -2.871
C 6.496 0.616 -1.558
C 5.331 3.592 -2.566
C 0.827 3.299 -1.566
C 5.359 0.997 -2.657
C 4.489 2.261 -2.141
C -3.913 2.162 1.419
C -1.950 4.106 0.081
C -0.622 3.216 3.090
C -7.293 -6.019 2.352
C 3.043 2.424 -2.831
C 6.412 -2.448 -3.247
C 5.388 -1.388 -3.872
C 0.459 4.376 -0.393
C 0.184 3.539 4.476
C -4.393 -4.118 -2.293
C 3.190 1.609 0.204
C 4.329 2.355 -0.540
C -2.313 -4.944 -1.153
C -2.740 1.096 1.144
C 3.942 2.615 2.495
C -5.490 -7.718 1.945
C -3.492 -3.987 -1.075
C 5.027 3.260 1.589
C 2.227 3.739 -2.293
C -3.470 -0.350 0.879
C 4.505 -0.330 -2.988
C 2.904 1.663 1.754
C -0.370 4.373 1.959
C -0.024 2.219 5.422
C -6.026 -6.344 1.577
H -1.668 -4.830 -0.277
H -4.012 -0.230 -0.137
H -5.265 -5.585 1.782
H 0.220 5.426 -0.836
H -4.232 2.015 2.528
H 7.118 -2.028 -2.449
H -6.974 -6.970 -0.014
H 3.885 2.805 3.629
H -4.792 -5.131 -2.381
H 3.180 2.472 -3.975
H 2.879 4.409 -1.625
H -0.151 1.310 4.734
H -4.069 -4.188 -0.168
H -8.085 -6.741 2.126
H 7.084 -2.816 -4.121
H 7.626 1.419 -4.036
H 1.461 4.527 0.179
H -1.094 5.245 2.226
H -1.694 -4.731 -2.031
H 2.055 1.113 2.281
H -7.111 -6.027 3.429
H -7.674 -5.033 2.069
H -2.707 -1.198 0.783
H -3.847 -3.876 -3.211
H 1.298 3.744 4.310
H -0.295 4.410 5.066
H 0.032 3.325 -2.410
H -0.912 2.337 6.151
H 4.187 -0.928 -2.044
H -1.741 3.198 3.405
H -2.045 0.931 2.043
H -4.586 -7.944 1.373
H -6.219 -8.499 1.706
H -2.498 -2.459 -1.783
H 2.010 4.365 -3.248
H 0.937 2.028 6.040
H -5.229 -3.416 -2.228
H 0.872 2.222 -1.170
H 5.807 -3.366 -2.917
H -0.371 2.164 2.716
H 5.789 3.925 2.160
H -2.650 -5.982 -1.207
H 2.448 1.457 -2.580
H 2.471 0.972 -0.440
H -4.238 -0.505 1.721
H 3.551 -0.155 -3.595
H -4.861 1.885 0.805
H -5.253 -7.777 3.011
H 4.541 -0.698 -5.487
H 0.684 4.773 2.170
H -2.159 1.333 0.187
*
```

The value obtained for the lowest unoccupied orbital energy is -0.4 eV. Its largest force on an atom is 6.98 eV/A. As for the structure (SMILES): [H]/N=C(/C)C[C@](S)(C#N)[C@@](C#N)(CCCCN(CCCC)C(=S)SCCC)c1ccccn1.CC(C)O.CC(C)O. As for the total energy: -75977.1539 eV. The HOMO energy is -8.19 eV.

---

[2]
C6H9N | the ωB97M-V functional and the def2-TZVPD basis

```
! wB97M-V def2-TZVPD RIJCOSX def2/J DEFGRID3
* xyz 0 1
N -2.068 -0.789 0.118
C -1.807 0.456 -0.045
C -0.338 0.784 0.022
C 1.578 -0.759 1.041
C 0.198 -0.537 0.513
C 0.143 1.047 -1.423
C -0.826 -1.402 0.455
H 1.780 -1.824 1.189
H 2.362 -0.346 0.395
H 1.235 1.104 -1.481
H -0.274 1.975 -1.827
H -0.096 1.635 0.670
H -0.183 0.217 -2.062
H -2.587 1.180 -0.277
H 1.682 -0.269 2.019
H -0.802 -2.469 0.655
*
```

The value obtained for the lowest unoccupied orbital energy is 0.9 eV. Its energy relative to the best compared isomer or geometry (same formula, charge and spin) is 0.9773 eV. Its largest force on an atom is 0.40 eV/A. As for the structure (SMILES): CC1=CN=C[C@@H]1C. As for the total energy: -7857.1823 eV. The HOMO energy is -8.76 eV.

---

[3]
C6H10 | the ωB97M-V functional and the def2-TZVPD basis

```
! wB97M-V def2-TZVPD RIJCOSX def2/J DEFGRID3
* xyz 0 1
C -0.718 -0.465 -0.036
C -0.803 1.637 -1.383
C -0.802 0.176 -1.438
C -0.532 2.808 -1.324
C 0.734 -0.577 0.425
C 0.911 -1.141 1.830
H 0.415 -0.516 2.581
H -1.626 -0.231 -2.032
H 1.194 0.418 0.363
H 0.498 -2.153 1.912
H -1.290 0.142 0.678
H 0.116 -0.034 -2.003
H 1.972 -1.194 2.093
H 1.268 -1.213 -0.294
H -1.183 -1.458 -0.049
H -0.154 3.801 -1.324
*
```

The value obtained for the lowest unoccupied orbital energy is 1.2 eV. Its energy relative to the best compared isomer or geometry (same formula, charge and spin) is 1.5906 eV. Its largest force on an atom is 0.64 eV/A. As for the structure (SMILES): C#CCCCC. As for the total energy: -6382.2689 eV. The HOMO energy is -9.87 eV.

---

[4]
C7H5Cl3GeInNO4SbSe4 | the ωB97M-V functional and the def2-TZVPD basis

```
! wB97M-V def2-TZVPD RIJCOSX def2/J DEFGRID3
* xyz 0 2
Sb -2.140 3.616 -1.325
In 0.554 1.842 -0.585
Se -4.050 2.497 -2.209
Se -2.517 6.060 -1.021
Se -1.284 2.807 0.912
Se 0.058 3.496 -2.529
Ge 2.492 0.320 -1.671
Cl 1.446 -1.130 -2.933
Cl 3.577 -1.036 -0.305
Cl 4.089 1.075 -2.902
O -1.150 0.523 -1.653
O 2.765 -0.167 2.840
O -2.706 -1.066 -1.524
O 1.883 1.326 1.489
N 0.112 -0.388 0.468
C -1.242 -2.336 0.587
C -0.887 -1.128 0.013
C -0.510 -2.767 1.682
C 0.528 -1.982 2.167
C -1.588 -0.481 -1.146
C 1.864 0.207 1.943
C 0.807 -0.789 1.521
H 2.782 -1.127 2.945
H -0.755 -3.702 2.167
H -2.068 -2.908 0.189
H 1.076 -2.301 3.043
H -3.134 -0.460 -2.162
*
```

The value obtained for the lowest unoccupied orbital energy (alpha / beta) is -1.6 / -2.5 eV. Its largest force on an atom is 0.38 eV/A. As for the total energy: -384206.4459 eV. The HOMO energy (alpha / beta) is -8.24 / -8.23 eV.